{
  "formula": "C16H22Cl2N2O2",
  "method": "ωB97M-V with the def2-TZVPD basis set",
  "e_lumo_ev": 0.7,
  "total_charge": 0,
  "homo_ev": -8.75,
  "orbital_gap_ev": 9.41,
  "symbols": ["C", "C", "O", "C", "C", "Cl", "C", "C", "C", "O", "N", "C", "C", "N", "C", "C", "C", "C", "C", "C", "C", "Cl", "H", "H", "H", "H", "H", "H", "H", "H", "H", "H", "H", "H", "H", "H", "H", "H", "H", "H", "H", "H", "H", "H"],
  "coordinates": [[1.534, -0.139, 8.301], [0.513, -0.509, 7.237], [1.162, -0.353, 5.983], [0.538, -0.450, 4.798], [1.341, -0.081, 3.699], [2.948, 0.444, 4.035], [0.902, -0.121, 2.394], [-0.398, -0.534, 2.123], [-0.985, -0.581, 0.748], [-2.175, -0.439, 0.553], [-0.098, -0.826, -0.244], [-0.476, -0.830, -1.636], [0.089, 0.396, -2.368], [-0.030, 0.254, -3.805], [0.876, 1.135, -4.523], [0.859, 0.805, -6.012], [-0.551, 0.966, -6.568], [-1.500, 0.097, -5.751], [-1.393, 0.452, -4.271], [-1.218, -0.886, 3.185], [-0.766, -0.860, 4.495], [-1.911, -1.377, 5.695], [2.402, -0.788, 8.225], [1.092, -0.247, 9.287], [1.859, 0.889, 8.166], [0.187, -1.546, 7.369], [-0.357, 0.153, 7.298], [1.572, 0.208, 1.615], [0.876, -0.948, -0.024], [-1.566, -0.832, -1.656], [-0.102, -1.735, -2.123], [1.155, 0.471, -2.128], [-0.407, 1.307, -1.991], [1.885, 0.988, -4.128], [0.604, 2.197, -4.379], [1.558, 1.459, -6.537], [1.185, -0.228, -6.145], [-0.580, 0.678, -7.620], [-0.856, 2.012, -6.494], [-2.530, 0.235, -6.083], [-1.233, -0.953, -5.880], [-2.056, -0.194, -3.695], [-1.715, 1.498, -4.118], [-2.232, -1.188, 2.974]]
}


{
  "formula": "C29H33FN5O3RhSSi",
  "method": "ωB97M-V with the def2-TZVPD basis set",
  "e_lumo_ev": [-5.1, -5.1],
  "total_charge": 2,
  "homo_ev": [-12.79, -12.79],
  "orbital_gap_ev": [7.69, 7.69],
  "symbols": ["Rh", "C", "C", "N", "C", "C", "C", "O", "O", "C", "O", "C", "C", "C", "F", "C", "C", "C", "N", "C", "C", "N", "C", "C", "H", "H", "H", "H", "H", "H", "H", "H", "H", "H", "H", "H", "H", "H", "H", "H", "H", "H", "N", "C", "N", "S", "H", "H", "H", "H", "C", "C", "C", "C", "C", "C", "Si", "C", "C", "C", "C", "C", "C", "H", "H", "H", "H", "H", "H", "H", "H", "H", "H", "H"],
  "coordinates": [[-0.218, 3.732, -0.761], [-1.172, -2.520, 3.464], [-2.351, -1.715, 2.943], [-1.966, -0.804, 1.849], [-1.697, 0.473, 2.141], [-1.254, 1.405, 1.239], [-0.918, 2.763, 1.795], [-1.386, 3.119, 2.851], [0.005, 3.458, 1.156], [-1.120, 1.032, -0.117], [-0.800, 1.814, -1.056], [-1.387, -0.359, -0.441], [-1.206, -0.806, -1.754], [-1.452, -2.111, -2.061], [-1.319, -2.522, -3.336], [-1.859, -3.042, -1.092], [-2.026, -2.602, 0.205], [-1.803, -1.261, 0.548], [-2.120, -4.410, -1.389], [-3.525, -4.757, -1.552], [-3.713, -6.250, -1.358], [-2.827, -6.987, -2.327], [-1.384, -6.577, -2.175], [-1.288, -5.077, -2.379], [-1.497, -3.160, 4.283], [-0.395, -1.856, 3.843], [-0.733, -3.149, 2.690], [-2.768, -1.093, 3.732], [-3.161, -2.351, 2.589], [-1.840, 0.775, 3.171], [-0.890, -0.112, -2.520], [-2.303, -3.332, 0.951], [-3.907, -4.458, -2.541], [-4.125, -4.239, -0.805], [-4.741, -6.560, -1.538], [-3.403, -6.558, -0.362], [-3.130, -6.780, -3.283], [-2.927, -7.996, -2.202], [-0.801, -7.126, -2.911], [-1.082, -6.865, -1.170], [-1.575, -4.833, -3.411], [-0.249, -4.778, -2.253], [-0.799, 6.342, 1.786], [0.251, 6.368, 0.984], [1.444, 6.652, 1.467], [0.044, 6.114, -0.725], [-0.707, 6.384, 2.789], [-1.689, 6.059, 1.413], [1.608, 6.778, 2.453], [2.247, 6.623, 0.855], [2.318, -1.541, -0.474], [2.437, -1.014, -1.751], [2.327, 0.357, -1.949], [2.098, 1.221, -0.877], [1.984, 0.673, 0.404], [2.093, -0.695, 0.606], [1.949, 3.055, -1.194], [3.197, 4.082, -0.284], [3.833, 5.131, -0.958], [4.775, 5.922, -0.311], [5.101, 5.665, 1.015], [4.482, 4.623, 1.694], [3.532, 3.843, 1.051], [2.425, -2.607, -0.313], [2.632, -1.665, -2.594], [2.426, 0.753, -2.954], [1.805, 1.320, 1.255], [2.022, -1.101, 1.608], [1.982, 3.341, -2.652], [3.591, 5.337, -1.994], [5.263, 6.727, -0.845], [5.846, 6.270, 1.514], [4.746, 4.416, 2.723], [3.050, 3.043, 1.598]]
}


{
  "formula": "C58H56FGeN2O3P3Rb",
  "method": "ωB97M-V with the def2-TZVPD basis set",
  "e_lumo_ev": -1.8,
  "total_charge": 1,
  "homo_ev": -10.26,
  "orbital_gap_ev": 8.47,
  "symbols": ["Rb", "F", "Ge", "C", "C", "C", "C", "C", "C", "P", "C", "C", "C", "C", "C", "C", "C", "C", "C", "C", "C", "C", "C", "C", "C", "C", "C", "C", "P", "C", "C", "C", "C", "C", "C", "C", "C", "C", "C", "C", "C", "C", "C", "C", "C", "C", "C", "P", "C", "C", "C", "C", "C", "C", "C", "C", "C", "C", "C", "C", "H", "H", "H", "H", "H", "H", "H", "H", "H", "H", "H", "H", "H", "H", "H", "H", "H", "H", "H", "H", "H", "H", "H", "H", "H", "H", "H", "H", "H", "H", "H", "H", "H", "H", "H", "H", "H", "H", "H", "H", "H", "H", "N", "C", "C", "C", "N", "H", "H", "H", "H", "H", "H", "H", "H", "H", "H", "O", "H", "H", "O", "H", "H", "O", "C"],
  "coordinates": [[0.014, -0.090, 0.064], [6.501, -0.852, 0.023], [4.726, -1.002, -0.174], [4.571, -2.749, 0.755], [5.773, -3.309, 1.181], [5.802, -4.583, 1.722], [4.631, -5.322, 1.830], [3.434, -4.776, 1.404], [3.389, -3.484, 0.875], [1.786, -2.802, 0.301], [0.690, -3.236, 1.712], [-0.680, -3.400, 1.502], [-1.532, -3.686, 2.560], [-1.035, -3.768, 3.853], [0.316, -3.550, 4.081], [1.171, -3.291, 3.020], [1.425, -4.119, -0.942], [2.122, -3.996, -2.146], [1.949, -4.918, -3.166], [1.070, -5.978, -2.997], [0.390, -6.123, -1.798], [0.569, -5.203, -0.772], [4.709, -1.223, -2.148], [5.772, -1.941, -2.692], [5.894, -2.099, -4.063], [4.945, -1.543, -4.909], [3.876, -0.835, -4.384], [3.750, -0.662, -3.006], [2.337, 0.245, -2.271], [2.708, 2.002, -2.644], [1.886, 2.943, -2.023], [2.064, 4.298, -2.254], [3.073, 4.729, -3.104], [3.900, 3.799, -3.718], [3.721, 2.442, -3.490], [1.039, -0.061, -3.548], [0.392, -1.296, -3.514], [-0.590, -1.610, -4.443], [-0.963, -0.681, -5.404], [-0.333, 0.555, -5.442], [0.662, 0.863, -4.524], [4.377, 0.891, 0.294], [5.159, 1.763, -0.454], [5.156, 3.121, -0.182], [4.383, 3.607, 0.860], [3.619, 2.741, 1.627], [3.603, 1.372, 1.356], [2.741, 0.096, 2.360], [4.081, -0.284, 3.569], [4.433, -1.606, 3.820], [5.432, -1.914, 4.735], [6.088, -0.898, 5.409], [5.742, 0.426, 5.167], [4.748, 0.732, 4.255], [1.605, 1.052, 3.442], [0.814, 2.090, 2.953], [-0.093, 2.737, 3.779], [-0.251, 2.334, 5.096], [0.504, 1.277, 5.584], [1.424, 0.642, 4.764], [6.688, -2.737, 1.098], [6.742, -5.004, 2.054], [4.653, -6.324, 2.239], [2.522, -5.354, 1.481], [-1.082, -3.319, 0.500], [-2.588, -3.843, 2.373], [-1.697, -4.006, 4.676], [0.711, -3.598, 5.088], [2.226, -3.157, 3.209], [2.817, -3.173, -2.280], [2.501, -4.808, -4.091], [0.921, -6.695, -3.794], [-0.277, -6.963, -1.651], [0.051, -5.353, 0.166], [6.514, -2.369, -2.029], [6.728, -2.654, -4.471], [5.037, -1.664, -5.981], [3.133, -0.419, -5.052], [1.092, 2.608, -1.362], [1.420, 5.022, -1.769], [3.217, 5.786, -3.284], [4.691, 4.132, -4.378], [4.377, 1.729, -3.971], [0.675, -2.031, -2.770], [-1.054, -2.590, -4.428], [-1.734, -0.922, -6.124], [-0.608, 1.277, -6.201], [1.153, 1.826, -4.573], [5.786, 1.375, -1.249], [5.754, 3.795, -0.780], [4.390, 4.665, 1.090], [3.056, 3.140, 2.460], [3.935, -2.407, 3.290], [5.698, -2.948, 4.914], [6.870, -1.134, 6.120], [6.256, 1.223, 5.689], [4.488, 1.767, 4.077], [0.922, 2.412, 1.922], [-0.675, 3.569, 3.401], [-0.958, 2.843, 5.738], [0.387, 0.959, 6.613], [2.016, -0.178, 5.153], [-1.885, 2.111, 0.922], [-3.282, 2.475, 0.669], [-3.436, 3.154, -0.687], [-3.095, 2.271, -1.887], [-1.645, 2.199, -2.134], [-1.791, 1.722, 1.856], [-1.329, 2.960, 0.904], [-3.687, 3.139, 1.443], [-3.888, 1.565, 0.684], [-2.800, 4.047, -0.713], [-4.469, 3.493, -0.782], [-3.636, 2.656, -2.759], [-3.454, 1.254, -1.704], [-1.300, 3.131, -2.338], [-1.474, 1.652, -2.972], [-1.072, -0.504, 2.840], [-0.716, -0.828, 3.676], [-1.741, -1.149, 2.587], [-1.888, -2.079, -1.645], [-2.094, -1.605, -2.461], [-2.089, -3.006, -1.823], [-4.143, -1.078, 0.179], [-3.085, -1.249, 0.523]]
}


{
  "formula": "C4H6O2",
  "method": "ωB97M-V with the def2-TZVPD basis set",
  "e_lumo_ev": 1.0,
  "total_charge": 0,
  "homo_ev": -9.96,
  "orbital_gap_ev": 10.93,
  "symbols": ["O", "C", "C", "C", "C", "O", "H", "H", "H", "H", "H", "H"],
  "coordinates": [[1.429, 1.336, 0.773], [1.713, 0.468, -0.016], [0.770, -0.620, -0.444], [-0.685, -0.578, 0.099], [-1.619, 0.567, 0.499], [-1.506, 0.102, -0.823], [2.721, 0.438, -0.490], [1.279, -1.587, -0.274], [0.713, -0.561, -1.548], [-0.994, -1.520, 0.543], [-2.681, 0.498, 0.806], [-1.140, 1.457, 0.877]]
}


{
  "formula": "C3H4INOS",
  "method": "ωB97M-V with the def2-TZVPD basis set",
  "e_lumo_ev": [-0.9, -0.9],
  "total_charge": 0,
  "homo_ev": [-8.35, -8.34],
  "orbital_gap_ev": [7.45, 7.43],
  "symbols": ["C", "C", "C", "N", "O", "S", "I", "H", "H", "H", "H"],
  "coordinates": [[-1.026, 2.008, -0.899], [0.233, -1.014, 1.637], [0.430, -0.815, -1.040], [-1.347, 1.104, -0.184], [-0.834, 2.869, -1.619], [0.019, -1.806, 0.172], [2.089, 0.425, -0.878], [1.038, -0.342, 1.810], [0.011, -1.597, 2.520], [0.435, -1.341, -2.070], [-1.046, 0.509, 0.551]]
}


{
  "formula": "C17H19NO4",
  "method": "ωB97M-V with the def2-TZVPD basis set",
  "e_lumo_ev": 0.7,
  "total_charge": 0,
  "homo_ev": -8.68,
  "orbital_gap_ev": 9.36,
  "symbols": ["C", "C", "C", "C", "C", "O", "O", "C", "C", "O", "N", "C", "C", "C", "C", "C", "C", "C", "C", "C", "C", "O", "H", "H", "H", "H", "H", "H", "H", "H", "H", "H", "H", "H", "H", "H", "H", "H", "H", "H", "H"],
  "coordinates": [[-6.501, 1.506, 0.135], [-5.229, 0.753, -0.019], [-4.087, 1.025, -0.699], [-3.211, -0.082, -0.472], [-1.866, -0.211, -1.010], [-1.318, 0.627, -1.698], [-1.289, -1.370, -0.661], [0.016, -1.648, -1.162], [1.119, -0.986, -0.309], [1.816, -1.632, 0.442], [1.212, 0.336, -0.514], [2.134, 1.190, 0.231], [1.647, 1.351, 1.670], [3.540, 0.640, 0.091], [4.041, 0.470, -1.196], [5.311, -0.033, -1.403], [6.105, -0.371, -0.320], [5.617, -0.202, 0.962], [4.342, 0.299, 1.169], [-3.902, -0.952, 0.343], [-3.538, -2.265, 0.927], [-5.112, -0.446, 0.613], [-6.442, 2.437, -0.420], [-7.338, 0.918, -0.239], [-6.687, 1.725, 1.185], [-3.865, 1.886, -1.294], [0.095, -1.307, -2.200], [0.128, -2.731, -1.101], [0.513, 0.778, -1.102], [2.104, 2.168, -0.265], [1.645, 0.385, 2.168], [2.285, 2.042, 2.214], [0.632, 1.744, 1.666], [3.422, 0.731, -2.044], [5.681, -0.162, -2.409], [7.098, -0.766, -0.477], [6.229, -0.467, 1.812], [3.981, 0.410, 2.178], [-4.327, -2.593, 1.599], [-2.597, -2.191, 1.469], [-3.403, -3.005, 0.140]]
}


{
  "formula": "C28H72CaCl2NO14PS2SiTa",
  "method": "ωB97M-V with the def2-TZVPD basis set",
  "e_lumo_ev": -5.2,
  "total_charge": 1,
  "homo_ev": -8.92,
  "orbital_gap_ev": 3.74,
  "symbols": ["C", "C", "C", "Ta", "O", "C", "C", "C", "P", "O", "O", "C", "C", "O", "C", "C", "O", "C", "C", "C", "C", "C", "C", "C", "Cl", "C", "C", "Cl", "Si", "C", "C", "C", "H", "H", "H", "H", "H", "H", "H", "H", "H", "H", "H", "H", "H", "H", "H", "H", "H", "H", "H", "H", "H", "H", "H", "H", "H", "H", "H", "H", "H", "H", "H", "H", "H", "H", "H", "H", "H", "H", "H", "H", "H", "H", "H", "H", "H", "H", "H", "H", "H", "H", "H", "O", "H", "H", "H", "C", "S", "O", "C", "H", "H", "H", "H", "H", "H", "Ca", "N", "O", "O", "O", "C", "O", "H", "H", "H", "H", "O", "S", "O", "O", "C", "C", "C", "H", "H", "H", "H", "H", "H", "H", "H"],
  "coordinates": [[1.021, 4.066, 4.205], [1.389, 2.685, 3.330], [-0.045, 2.010, 2.961], [-0.012, -0.183, 2.204], [-1.557, 0.455, 0.787], [-1.812, -0.678, 3.624], [-3.191, 0.193, 3.237], [-4.188, -0.650, 2.238], [-6.073, -0.251, 2.522], [-6.458, -0.491, 4.067], [-6.253, 1.438, 2.165], [-6.992, 1.687, 0.920], [-8.592, 2.093, 1.195], [-6.939, -1.341, 1.485], [-8.385, -1.356, 1.745], [-8.825, -2.969, 1.696], [1.502, 0.416, 0.792], [1.271, 0.030, -0.574], [1.635, 1.178, -1.731], [0.984, 0.546, -3.137], [0.910, 2.621, -1.521], [-0.736, 2.589, -1.475], [1.589, 3.498, -0.274], [1.586, -0.893, 3.714], [3.338, -0.310, 3.272], [1.258, -0.828, 5.297], [0.312, -2.082, 5.873], [0.609, 0.716, 6.029], [-0.188, -2.622, 1.308], [-1.696, -2.739, 0.062], [-0.483, -3.987, 2.625], [1.410, -3.242, 0.345], [1.482, 3.954, 5.301], [1.451, 5.040, 3.719], [-0.155, 4.100, 4.379], [2.038, 3.057, 2.435], [2.084, 2.078, 4.045], [-0.565, 2.729, 2.163], [-0.766, 2.057, 3.910], [-1.855, 1.399, 1.014], [-1.616, -0.436, 4.746], [-2.161, -1.797, 3.566], [-2.960, 1.287, 2.902], [-3.781, 0.288, 4.271], [-3.986, -1.815, 2.316], [-4.009, -0.384, 1.089], [-6.870, 0.861, 0.094], [-6.521, 2.678, 0.451], [-8.872, 3.060, 0.569], [-9.338, 1.252, 0.873], [-8.751, 2.291, 2.342], [-8.707, -0.824, 2.739], [-8.902, -0.881, 0.779], [-8.839, -3.358, 2.802], [-9.863, -2.997, 1.152], [-8.076, -3.575, 0.994], [2.056, -0.836, -0.832], [0.229, -0.384, -0.877], [2.796, 1.224, -1.932], [0.924, 1.406, -3.958], [1.647, -0.296, -3.608], [-0.111, 0.150, -2.994], [1.174, 3.262, -2.494], [-1.166, 1.512, -1.642], [-1.230, 3.313, -2.287], [-1.087, 2.925, -0.392], [2.664, 3.050, -0.013], [1.657, 4.624, -0.608], [0.864, 3.381, 0.633], [1.694, -2.067, 3.497], [2.306, -1.017, 5.842], [-0.728, -1.681, 6.302], [0.859, -2.554, 6.824], [0.193, -2.960, 5.113], [-2.557, -2.057, 0.471], [-1.379, -2.417, -1.038], [-2.070, -3.866, 0.099], [0.576, -4.328, 3.053], [-1.130, -3.699, 3.547], [-0.934, -4.925, 2.092], [2.351, -2.607, 0.645], [1.582, -4.397, 0.543], [1.176, -3.139, -0.818], [-5.652, -4.366, -0.361], [-6.152, -5.159, -0.039], [-4.700, -4.581, -0.529], [-5.746, -3.602, 0.264], [6.514, 3.597, -2.924], [5.163, 3.839, -4.102], [3.880, 3.529, -3.388], [5.561, 2.417, -5.146], [6.439, 4.363, -2.149], [6.438, 2.609, -2.465], [7.471, 3.699, -3.440], [5.543, 1.500, -4.551], [6.549, 2.556, -5.591], [4.814, 2.348, -5.941], [-4.663, -0.718, 5.469], [-5.563, -4.591, 2.852], [-5.135, -3.626, 3.508], [-4.780, -5.277, 2.175], [-6.773, -4.869, 2.874], [-3.178, 1.282, -4.123], [-3.022, 0.147, -3.291], [-3.070, 0.975, -5.166], [-4.172, 1.710, -3.972], [-2.411, 2.021, -3.881], [-3.123, 0.450, -2.372], [8.239, 0.743, -5.173], [9.471, 0.079, -4.804], [10.631, 0.810, -4.342], [9.921, -0.913, -6.016], [10.117, -0.355, -7.311], [11.395, 0.458, -7.381], [9.099, -1.175, -3.603], [9.248, 0.243, -7.606], [10.187, -1.193, -8.015], [11.341, 1.338, -6.736], [11.581, 0.805, -8.402], [12.250, -0.137, -7.045], [8.246, -1.761, -3.948], [8.855, -0.675, -2.666], [9.979, -1.807, -3.467]]
}


{
  "formula": "FH2O2P",
  "method": "ωB97M-V with the def2-TZVPD basis set",
  "e_lumo_ev": 0.7,
  "total_charge": 0,
  "homo_ev": -10.83,
  "orbital_gap_ev": 11.49,
  "symbols": ["O", "P", "O", "F", "H", "H"],
  "coordinates": [[0.372, -1.149, 0.334], [0.905, 0.355, 0.116], [0.140, 0.626, -1.268], [-0.161, 1.096, 1.200], [-0.465, -1.342, 0.792], [-0.791, 0.414, -1.174]]
}


{
  "formula": "C4H3N3O",
  "method": "ωB97M-V with the def2-TZVPD basis set",
  "e_lumo_ev": -0.7,
  "total_charge": 0,
  "homo_ev": -9.89,
  "orbital_gap_ev": 9.23,
  "symbols": ["C", "C", "C", "C", "H", "H", "H", "N", "N", "N", "O"],
  "coordinates": [[1.652, -1.189, -0.036], [-0.349, -0.172, -0.225], [-1.803, 0.132, -0.319], [-3.109, -0.020, 0.169], [1.897, 1.982, 0.729], [2.473, -2.077, 0.247], [-4.179, -0.029, 0.049], [0.620, 0.626, -0.232], [1.814, 0.091, -0.021], [0.232, -1.394, -0.206], [0.753, 2.050, -0.155]]
}